C8H12FO4Tl as an isolated structure at a distorted geometry. Source: the OMol25 dataset; level of theory: ωB97M-V/def2-TZVPD.

Geometry as XYZ:
```
26
Properties=species:S:1:pos:R:3:forces:R:3:nbo_charge:R:1
Tl 21.2143 18.5947 18.8350 -0.122 -0.124 0.025 1.00
F 18.9739 15.7238 19.7109 0.148 0.369 -0.027 -0.27
O 18.8462 16.6538 15.5912 -0.137 -1.988 -0.662 -0.34
C 18.5510 15.6070 14.9878 -0.940 3.084 -0.217 0.80
O 17.8713 15.6540 13.8467 1.464 1.460 0.358 -0.40
C 17.4951 14.3794 13.3592 -1.398 -1.869 1.840 -0.09
C 17.6839 13.4647 14.6094 0.681 -0.234 -0.147 -0.41
C 18.7999 14.2308 15.3951 0.268 -2.086 0.268 -0.51
H 18.0607 13.9105 12.5540 0.253 1.061 -0.260 0.23
H 16.4412 14.5360 13.1291 0.123 -0.418 -0.445 0.24
H 18.0723 12.4940 14.3010 0.080 -0.051 0.091 0.25
H 16.8344 13.2437 15.2556 -0.215 0.529 -0.281 0.24
H 19.7949 14.0087 15.0094 0.218 -0.053 -0.334 0.28
H 18.8892 13.9842 16.4531 -0.398 0.470 0.005 0.28
O 19.1630 17.7333 23.1426 -2.234 -2.752 4.141 -0.31
C 18.6196 17.1984 24.1767 1.948 3.190 -1.382 0.81
O 18.9905 17.6003 25.4577 1.438 0.252 -4.676 -0.40
C 18.1314 17.1924 26.4462 -2.391 -1.565 0.251 -0.07
C 16.9824 16.5251 25.6621 -2.191 -0.105 0.629 -0.46
C 17.3956 16.1949 24.2532 2.019 0.935 0.179 -0.44
H 17.7038 18.0536 26.9597 0.557 -0.088 0.258 0.23
H 18.6659 16.4921 27.0880 -0.013 0.151 0.293 0.24
H 16.1029 17.1676 25.7018 0.169 0.711 -0.391 0.26
H 16.4445 15.6709 26.0733 0.667 -0.654 0.433 0.29
H 16.7068 16.3166 23.4173 -0.028 0.035 0.291 0.29
H 17.9090 15.2351 24.1963 0.034 -0.260 -0.242 0.28
```
Forces are in eV/Å.

Computed properties:
gap between HOMO and LUMO	2.2	eV
energy relative to the best compared isomer or geometry (same formula, charge and spin)	52.9	kcal/mol
HOMO energy	-15.99	eV
electronic energy	-24065.70924	eV
charge	+2
largest force on an atom	5.45	eV/A